ORCA calculation (ωB97M-V/def2-TZVPD) on a single C3H3NO molecule.

## Properties
net charge	0
E_HOMO	-10.40	eV
relative energy (zero: lowest compared OMol25 entry of this formula, charge and spin)	1.377	eV
LUMO	0.8	eV

XYZ file:
```
8
Properties=species:S:1:pos:R:3:forces:R:3
O -0.1048 1.1291 -0.7222 0.2133 -0.0049 -0.1265
N 1.9789 0.1928 -1.6250 -0.9493 0.4261 0.3224
C -0.3718 -0.8139 0.6694 -0.0343 0.2020 -0.0420
C -0.6587 0.4402 0.3711 -0.0281 -0.3265 0.2656
C 0.9898 0.6280 -1.2030 0.7608 -0.3666 -0.3481
H -0.7847 -1.2634 1.5632 -0.0967 0.0717 -0.1517
H -1.3329 1.1023 0.8999 0.1164 -0.1311 -0.0650
H 0.2842 -1.4152 0.0466 0.0180 0.1292 0.1452
```
Positions in Å, forces in eV/Å.

ORCA calculation (ωB97M-V/def2-TZVPD) on an isolated ion of composition C24H26N2O5P and charge -1.

## Properties
net charge	-1
E_HOMO	-3.51	eV
LUMO	2.2	eV

XYZ file:
```
58
Properties=species:S:1:pos:R:3:forces:R:3
P -1.4999 2.2503 1.9481 -0.2466 1.4172 -1.8528
O -1.1067 -3.0666 -5.0231 -0.5555 0.6246 -0.4938
O -2.4328 1.7989 3.1670 0.4850 -0.1022 0.5275
O -0.1622 2.7446 2.7188 -0.7782 -0.5249 0.1763
O -2.0910 3.2583 1.0090 0.5101 -1.1850 1.3624
O -2.7845 -2.1783 -3.6995 -0.2401 0.6827 -0.9758
N -3.1263 -0.7703 0.7801 1.9295 1.5719 0.3909
N -0.2909 -2.8413 -2.1817 0.7388 0.5539 1.3023
C 1.1065 2.6397 -0.9839 0.0399 -0.4739 0.3246
C 1.1412 1.3828 -0.3677 -0.5250 -0.0684 0.1471
C 3.1889 -4.5360 -3.7546 0.3443 0.3109 0.2006
C 3.4323 2.9709 -0.4543 0.0791 -0.4659 0.1831
C -4.1780 2.1402 4.9336 0.2879 0.0526 0.1679
C 1.9649 -5.2045 -3.7669 -0.7030 0.5005 0.2998
C -0.1637 0.5667 -0.3038 0.3839 -0.0675 -1.0229
C -0.2493 3.6122 3.8973 -0.3100 -0.2650 -0.6813
C 2.1843 -2.6142 -2.6321 0.0133 -0.1075 0.2503
C 0.9606 -3.2840 -2.6208 0.5759 -0.1259 -0.5158
C 3.3038 -3.2591 -3.1815 -0.3469 -0.4903 -0.2665
C -1.3050 -3.7266 -2.7421 -0.8580 0.2883 -1.5967
C 2.2473 3.4298 -1.0199 -0.1149 0.1630 -0.1204
C 1.1321 4.1594 4.1381 0.0683 0.0546 -0.0758
C 0.1314 -0.8674 -0.7273 -0.1260 -1.1926 -0.4778
C -0.5635 -5.0039 -3.1630 -0.3955 -0.2096 0.5797
C 2.3470 0.8886 0.1382 0.3052 0.1108 0.0500
C -0.9162 0.6370 1.0444 -0.0429 0.9271 2.2412
C -2.1588 -0.1268 0.9149 -1.6216 -1.7989 0.0704
C -3.8501 1.8860 3.4738 -0.3475 -0.0807 -0.9703
C 0.8553 -4.5551 -3.2381 0.5000 0.2487 0.4233
C -1.8146 -2.8831 -4.0211 0.2590 -1.5718 1.6599
C 3.4983 1.6866 0.1067 -0.4153 0.0761 -0.0700
C -0.6562 -1.6799 -1.5107 0.5997 0.2398 0.4689
H -0.9213 -5.4304 -4.1059 -0.0449 0.3462 0.1457
H -5.2673 2.1441 5.0439 0.0814 -0.0653 -0.1908
H 1.0949 -1.2620 -0.4152 -0.0471 0.1513 -0.3122
H 1.8335 3.3561 4.3774 -0.0571 0.1031 -0.0798
H 4.3173 3.5942 -0.4644 0.0124 0.0136 -0.0421
H -4.3014 2.6727 2.8541 0.2402 -0.2083 0.0152
H -0.9653 4.4165 3.6705 0.1692 -0.1936 0.1381
H -0.2576 0.2884 1.8870 -0.6348 -0.5298 -0.8575
H 0.1685 2.9551 -1.4382 0.2185 0.1355 0.1562
H 2.4140 -0.1430 0.5174 -0.0728 0.6894 -0.0378
H -1.7237 -1.4692 -1.5988 0.2469 0.0870 -0.4788
H 2.2373 -1.6062 -2.2291 0.1971 -0.1908 -0.0632
H -0.6888 -5.7610 -2.3780 0.1298 -0.1285 -0.0493
H 4.2804 -2.7758 -3.1709 -0.2751 0.0201 -0.0466
H -0.6147 3.0286 4.7550 0.0498 0.0880 -0.3262
H 2.1915 4.4087 -1.5033 0.1518 -0.2908 0.1928
H 4.4333 1.2945 0.5222 -0.3362 0.2401 -0.2212
H 4.0536 -5.0152 -4.2097 -0.0315 0.1378 0.1811
H -0.8130 0.9785 -1.0801 -0.1538 0.1396 0.2455
H 1.4826 4.6993 3.2549 0.0110 -0.1276 0.0807
H -3.8361 3.1061 5.3115 0.1815 -0.0415 -0.1726
H 1.8460 -6.2111 -4.1799 0.1418 0.4060 -0.0017
H 1.1002 4.8591 4.9711 0.0366 0.0399 0.1252
H -3.8019 1.3542 5.5886 0.1285 -0.0079 -0.0604
H -2.1240 -3.8578 -2.0380 0.0523 -0.1648 0.0119
H -4.2822 0.9205 3.1799 0.1118 0.2587 -0.0583
```
Positions in Å, forces in eV/Å.

ORCA calculation (ωB97M-V/def2-TZVPD) on C9H18O8P2 as an isolated structure.

## Properties
net charge	0
E_HOMO	-8.90	eV
LUMO	0.1	eV

XYZ file:
```
37
Properties=species:S:1:pos:R:3:forces:R:3
P 0.3289 -0.5478 -1.8521 5.0768 2.2909 -2.7072
P 0.0986 -1.6427 0.7823 -2.1261 -3.1713 -0.6169
O -1.1317 -0.0335 -2.5775 1.4878 -1.6135 3.4154
O 1.5196 -2.4921 1.2566 -1.5542 1.3773 -0.4745
O -0.8564 -1.2147 2.1801 1.7713 0.7314 -1.7215
O -3.6354 4.3503 1.1151 0.2261 0.6310 0.9550
O 1.4733 0.2266 -2.5790 -3.9806 -2.4242 2.4413
O 0.6557 -2.2381 -2.0734 -2.2133 2.9214 -0.4491
O 0.4428 -0.2380 -0.1670 -0.3405 -1.2458 -1.3164
O 2.6367 -4.7148 -0.9900 0.5058 0.3547 -0.0200
C 3.7467 -4.2755 -1.2461 -0.6723 -0.2411 0.1336
C 4.1136 -3.8442 -2.6404 -0.3849 -0.1289 -0.1693
C -3.9477 5.5109 3.1692 -0.4033 -0.0369 -0.2258
C -2.7028 1.3034 -1.0359 -2.5849 5.5319 -0.8436
C 4.8009 -4.1442 -0.1797 -0.2600 -0.1273 0.3263
C -1.6913 4.4840 2.4807 0.0833 -0.2245 -0.4123
C -3.1381 4.7449 2.1575 -0.3057 -0.2512 -0.6556
C -2.2725 -0.1331 -1.6759 -2.4894 0.8094 0.9440
C -3.2126 2.5210 -0.8924 3.7365 -6.0345 -1.3656
H 0.3277 -2.4249 -2.9998 0.5744 0.1123 1.2437
H 1.5079 -3.3256 0.6844 -0.0980 1.4277 0.7300
H -1.2329 3.9226 1.6625 -0.0895 0.0762 0.1237
H -3.1517 -0.5613 -2.3126 1.5283 1.0771 1.2019
H -4.9713 5.6241 2.8033 0.1719 -0.0310 0.0403
H 3.2578 -3.9951 -3.3031 0.1295 0.0268 0.1332
H 4.3965 -4.4922 0.7743 0.0510 0.0556 -0.1553
H -3.9726 4.9654 4.1153 0.1397 0.1718 0.0484
H 4.3764 -2.7840 -2.6441 0.1607 -0.0887 -0.0139
H -1.7125 -0.8874 1.7885 1.1981 -0.3825 0.4511
H -2.1370 -0.8621 -0.7975 0.1508 0.9903 -1.4529
H 4.9500 -4.4436 -3.0069 0.1016 0.1874 0.0417
H -1.1598 5.4312 2.5963 -0.0176 -0.0686 0.2146
H 5.6678 -4.7570 -0.4367 0.0692 0.2003 -0.0451
H -3.5165 6.5037 3.3153 0.0646 -0.1077 0.1848
H 5.0942 -3.0974 -0.0742 0.1621 -0.0850 -0.1006
H -1.6158 3.8928 3.3960 0.0645 0.1983 0.0684
H -3.3364 3.6684 -0.7931 0.0662 -2.9090 0.0483
```
Positions in Å, forces in eV/Å.

ORCA calculation (ωB97M-V/def2-TZVPD) on CH6N2O2S as an isolated structure.

## Properties
net charge	0
E_HOMO (alpha / beta)	-7.94 / -7.94	eV
relative energy (zero: lowest compared OMol25 entry of this formula, charge and spin)	4.601	eV
LUMO (alpha / beta)	0.2 / 0.3	eV

XYZ file:
```
12
Properties=species:S:1:pos:R:3:forces:R:3
S 0.3700 1.6464 0.5431 2.2014 0.4999 -0.3532
O -1.0990 1.3212 0.6990 -1.7673 -0.8495 0.4571
O -1.4524 0.8394 2.2771 0.5432 2.2321 0.3564
N -1.9799 -0.3241 2.3534 -1.1514 -0.2743 0.1343
N 1.0405 0.1635 0.0643 2.3634 -0.6758 1.5989
C 0.9844 -0.1200 -1.3223 -2.0944 0.2010 -1.5111
H -2.7332 -0.4571 1.7212 -1.4534 0.2225 -0.3526
H 1.4121 -1.0860 -1.4802 0.2734 -0.6575 -0.3835
H 2.0988 0.0257 0.2303 -2.3734 0.8183 0.9496
H -0.0669 -0.1121 -1.7251 0.9484 -0.1051 0.4862
H -1.3473 -1.0321 2.1679 1.9720 -1.8511 -0.2031
H 1.5281 0.6452 -1.8228 0.5381 0.4397 -1.1793
```
Positions in Å, forces in eV/Å.

ORCA calculation (ωB97M-V/def2-TZVPD) on C45H53CaCl2N4O6SSe as an isolated structure.

## Properties
net charge	-1
E_HOMO (alpha / beta)	-3.40 / -3.32	eV
relative energy (zero: lowest compared OMol25 entry of this formula, charge and spin)	36.242	eV
LUMO (alpha / beta)	2.1 / 2.2	eV

XYZ file:
```
113
Properties=species:S:1:pos:R:3:forces:R:3
Se 0.4984 0.8539 -0.7317 0.7812 0.5364 5.6740
Ca -1.2629 -0.1707 -2.5679 -2.3111 -2.6890 -0.0777
Cl -1.2918 2.4578 -2.1880 -2.2871 2.2793 0.8772
Cl 0.6692 0.8908 -3.5582 6.7574 5.1718 -3.5502
S 0.9352 -2.8487 -3.1891 -0.5630 0.4616 -1.6172
O 1.4410 -4.0916 -3.7182 -0.2614 -0.2142 0.2064
O -0.2377 -1.5870 0.5802 -0.2757 0.1599 0.4754
O -2.5787 1.0174 -0.0399 0.6381 0.4370 -0.6201
O -3.7006 3.6944 -2.1023 0.0473 0.0010 0.0205
O -1.7050 -2.7633 -0.3650 0.0881 0.2215 0.0986
O 1.3403 -2.4781 -1.8534 -0.1806 0.0448 0.0253
N -3.0566 -1.2925 -3.9133 0.2352 -0.2159 0.1117
N -3.5082 1.9834 -0.5800 -0.4814 -0.3028 0.4788
N -0.6748 -2.5567 -3.3105 0.5304 -0.1316 0.8920
N -0.6348 -2.8338 0.0980 0.0997 -0.4948 -0.3261
C 1.7312 1.9219 -3.4065 7.1963 6.8348 0.9621
C -0.2071 3.1135 2.7088 0.0113 0.0034 0.0875
C -2.3806 2.1093 2.1530 -0.1371 -0.0962 -0.1430
C -2.7512 -2.4759 -4.5326 0.0998 -0.0789 -0.0720
C -1.1787 -4.2632 -5.0024 -0.1147 0.0674 -0.0284
C 1.4485 -3.5931 2.3644 -0.1678 0.0096 -0.1884
C -5.1938 -1.2736 -4.9871 -0.1700 0.0235 -0.0478
C 5.9050 0.1862 0.7859 -0.0743 -0.0324 0.0558
C -1.4733 -3.1171 -4.2721 0.0724 -0.0165 -0.0089
C 2.8681 0.2252 0.7971 -0.1083 0.1174 -0.1448
C -3.1632 2.8141 -1.5076 -0.0713 -0.2230 0.2391
C 0.5444 4.1566 3.5316 0.0318 0.0556 0.0536
C 0.5850 3.7579 5.0118 -0.0030 -0.0017 -0.0662
C 1.4310 -1.4972 -4.2868 -1.2016 -1.6017 -3.9720
C -1.8031 1.5856 0.9775 0.1167 0.1176 -0.0390
C 1.1709 -0.3611 -3.6563 3.9691 -10.3896 1.6619
C -0.4175 1.6543 0.8055 -0.5773 0.1588 -0.2203
C 1.5929 -0.1888 0.4951 -0.2657 -0.7733 -0.5573
C -3.3170 -4.2555 -6.1266 -0.1207 -0.0819 -0.0986
C -3.6645 -3.0732 -5.4413 0.1036 0.1024 0.1092
C 3.6679 -0.5413 1.6367 0.0825 -0.0058 0.1153
C -4.6425 3.1856 2.1202 0.0353 -0.0537 0.0618
C 0.3638 2.4265 1.6558 -0.0136 -0.1238 -0.1461
C 1.8680 -2.2232 1.8017 -0.2353 0.0306 0.0839
C 5.0487 -0.0306 2.0413 0.0615 0.0867 -0.0135
C -3.9644 1.8053 4.0940 0.0869 0.0335 -0.0496
C -0.0353 1.1252 -4.7157 -8.9106 2.2206 -9.0432
C 2.3214 -4.0187 3.5528 -0.0088 0.0856 -0.0709
C -0.3330 0.9912 -6.0522 3.1899 -3.6511 -0.8332
C 0.3510 -0.2078 -6.4921 -0.2149 -0.0032 0.7580
C -4.9091 -2.4358 -5.6394 0.1168 -0.0087 0.0332
C 1.9811 4.3517 3.0438 -0.1160 -0.0731 0.0040
C 3.1478 -1.7362 2.1006 0.0016 -0.0339 -0.0059
C 1.0844 -1.4049 0.9811 0.3778 0.2555 -0.2411
C -0.0065 -3.5677 2.8753 0.0963 0.0766 -0.0034
C 5.7907 -0.9928 2.9705 -0.0960 0.0317 -0.0697
C -4.5108 0.6901 1.9616 0.0397 0.0019 -0.0072
C 1.6199 -4.6387 1.2431 0.0048 0.0211 0.1170
C -3.8558 1.9419 2.5660 -0.0704 0.0160 -0.1520
C 1.0435 -1.3923 -5.6717 -0.1790 0.6911 0.0044
C -4.2220 -0.7297 -4.1350 0.1477 0.0642 0.1055
C 4.8707 1.3056 2.7800 0.0285 -0.0719 -0.0398
C -1.5548 2.8768 2.9661 -0.0150 0.0046 -0.0254
C -2.0902 -4.8151 -5.9118 0.0000 0.0593 -0.0067
C -0.1937 5.4965 3.3725 0.0664 -0.0531 0.0163
H -6.1399 -0.7669 -5.1164 0.0081 0.0249 -0.0006
H -5.6913 3.0878 2.4129 -0.0102 0.0206 0.0349
H 6.7574 -0.5629 3.2378 0.0150 0.0001 -0.0108
H -5.4719 0.5146 2.4507 0.0186 0.0109 0.0677
H -0.1032 1.5471 -2.9960 -5.4421 4.9651 2.1062
H -1.1937 5.4551 3.8044 -0.0177 0.0152 -0.0026
H -4.0268 -4.6951 -6.8164 -0.0087 0.0098 -0.0075
H -4.9974 1.5796 4.3625 -0.0131 -0.0055 -0.0171
H 1.9336 -4.9536 3.9591 -0.0155 -0.0100 -0.0138
H 1.0975 -5.5625 1.5041 0.0464 -0.0400 0.0290
H -0.2939 5.7397 2.3138 -0.0107 0.0547 0.0012
H -4.4103 0.2061 -3.6171 -0.0499 0.0171 -0.0215
H 1.0901 4.5315 5.5951 -0.0018 0.0044 0.0214
H -1.8096 -5.7146 -6.4466 0.0106 -0.0086 0.0058
H 2.4703 5.1169 3.6496 0.0117 0.0008 0.0038
H 1.9965 4.6807 2.0035 0.0604 -0.0241 -0.0218
H 1.1304 2.8209 5.1376 -0.0100 -0.0197 0.0238
H 2.6819 1.8655 -2.8658 -0.3929 -1.2880 0.3237
H 1.8101 2.9305 -3.8140 -1.3409 -0.1654 -0.5542
H -4.5881 3.2872 1.0393 -0.0503 0.0402 0.0010
H 2.5579 3.4295 3.1321 0.0403 0.0022 -0.0253
H 3.3542 -4.2023 3.2563 0.0233 0.0071 0.0419
H -4.2311 4.0871 2.5803 -0.0249 0.0134 0.0332
H 4.4438 2.0630 2.1219 -0.0140 0.0321 0.0161
H 5.2336 -1.1611 3.8938 0.0126 -0.0472 0.0195
H 1.4175 2.4989 1.4224 0.0139 0.1042 0.0958
H 1.1549 -2.3000 -6.2568 -0.2474 0.0356 -0.1099
H 2.3059 -3.2666 4.3445 0.0221 -0.0256 0.0458
H 6.8958 0.5525 1.0640 0.0090 0.0209 -0.0162
H -1.9941 3.3489 3.8339 -0.0182 0.0164 -0.0110
H 5.4461 0.9113 0.1143 0.0281 0.0110 -0.0306
H -0.2182 -2.6363 3.4041 -0.0157 -0.0205 0.0430
H 5.9719 -1.9524 2.4834 -0.0028 -0.0395 0.0396
H 1.2291 -4.2721 0.2992 0.0006 -0.0820 -0.0302
H -5.6214 -2.8853 -6.3214 -0.0137 0.0022 0.0031
H 0.3602 6.2997 3.8645 -0.0019 0.0034 0.0270
H -0.2261 -4.7416 -4.8437 -0.0301 -0.0399 0.0016
H 2.6791 -4.8626 1.1023 0.0059 -0.0143 -0.0178
H -0.8584 1.6863 -6.6871 -0.0235 -0.1257 -0.1262
H -3.6910 2.7225 4.6157 -0.0001 -0.0103 0.0375
H -4.6951 0.8133 0.9005 -0.0163 -0.0395 -0.0062
H 5.8341 1.6710 3.1433 0.0098 0.0282 -0.0167
H 4.2031 1.1802 3.6348 0.0000 0.0260 0.0204
H -0.1731 -4.3993 3.5618 0.0239 -0.0163 0.0001
H 6.0197 -0.7513 0.2397 0.0268 0.0036 -0.0238
H -0.4178 3.6257 5.4194 -0.0097 -0.0126 0.0124
H 0.6202 0.7506 -2.4070 1.6106 -2.2077 6.9331
H 3.7699 -2.3388 2.7404 -0.0027 -0.0033 0.0094
H 0.2970 -0.4219 -7.5545 -0.0265 -0.2122 0.0320
H -3.3277 0.9963 4.4576 -0.0078 -0.0079 0.0365
H -0.7224 -3.6725 2.0698 -0.0843 -0.0338 0.0724
H -3.8816 -0.1907 2.1049 -0.0244 -0.0340 0.0257
H 3.2215 1.1475 0.3509 0.0478 0.0024 0.0556
```
Positions in Å, forces in eV/Å.

E: -246.04092 -1757.32260 -1638.30483 -699.68125 -6813.52977 (Eh)